No. 1
This record from the Open Molecules 2025 dataset describes a single C4H8O3 molecule. The level of theory is ωB97M-V/def2-TZVPD.

Values from the calculation:
SMILES string ... CCOC(=O)CO
HOMO ... -10.5 eV
LUMO ... 0.86 eV
Orbital gap ... 11.41 eV
Total energy ... -10420.23060 eV

Each line ends with the Löwdin charge.
Positions of all 15 atoms, in Å:
C  0.86411  -0.06520  -0.02861  -0.468
O  0.82633  -0.93517  0.81416  0.109
O  -0.14084  0.24993  -0.84168  0.006
C  2.10829  0.77196  -0.27205  -0.167
H  2.52791  0.47582  -1.24695  0.135
H  -2.18705  0.93452  0.64010  0.082
C  -1.35396  -0.52483  -0.71186  -0.203
C  -2.18839  -0.14735  0.50227  -0.068
H  -1.88322  -0.31639  -1.64469  0.123
H  -3.22120  -0.47344  0.34325  0.079
H  2.72304  -0.18753  1.26078  0.083
O  3.02415  0.59182  0.76745  -0.041
H  1.82641  1.82776  -0.35503  0.133
H  -1.82035  -0.61906  1.41666  0.076
H  -1.10524  -1.58284  -0.64382  0.120

---

No. 2
This record from the Open Molecules 2025 dataset describes a gas-phase ion, C3H7N4S (charge +1). The level of theory is ωB97M-V/def2-TZVPD.

Values from the calculation:
Total charge ... +1
HOMO ... -11.8 eV
LUMO ... -3.74 eV
Orbital gap ... 8.02 eV
Total energy ... -20009.86717 eV

Each line ends with the Löwdin charge.
Positions of all 15 atoms, in Å:
H  -2.09313  -0.90765  1.15870  0.180
C  -1.42451  0.02590  -0.46420  -0.176
H  -1.31839  -2.01125  0.23078  0.150
N  0.83943  -0.62171  -0.11364  0.093
H  -2.04263  0.87487  -0.02638  0.131
N  1.81293  1.29098  0.13446  0.095
C  0.44196  1.46689  0.12856  -0.022
N  -1.92996  -1.20549  0.15658  0.149
C  2.14782  -0.06139  0.08484  -0.843
S  3.60992  -0.74074  0.04514  0.747
N  -0.12766  0.33044  -0.14161  -0.169
H  0.64352  -1.27599  -0.85352  0.157
H  -0.17605  2.31054  -0.10914  0.161
H  -2.87557  -1.49428  -0.15743  0.181
H  2.49232  2.01889  -0.07314  0.169

---

No. 3
This record from the Open Molecules 2025 dataset describes a single C26H38N4O6 molecule. The level of theory is ωB97M-V/def2-TZVPD.

Values from the calculation:
SMILES string ... CCCCN(C(=O)CCC(=O)Nc1cc(C)on1)[C@@H](C(=O)NC(C)(C)C)c1cccc(OC)c1OC
HOMO ... -8.1 eV
LUMO ... 0.58 eV
Orbital gap ... 8.68 eV
Total energy ... -45824.43263 eV

Each line ends with the Löwdin charge.
Positions of all 74 atoms, in Å:
H  -0.52217  2.12833  5.71219  0.074
H  4.66950  0.26461  -4.62609  0.085
H  -2.68133  -4.92640  3.23453  0.088
C  -2.77432  0.64946  -2.02028  -0.066
N  1.70550  -0.92773  -2.51493  0.127
H  -2.95886  1.50325  5.85351  0.105
H  5.27512  1.88361  -0.51827  0.098
C  -1.37715  0.92880  -2.55160  -0.467
O  -0.45921  -1.87959  -0.10959  0.037
C  -2.71551  -3.77599  0.72841  -0.028
C  2.67063  0.43651  -3.95866  -0.320
C  -2.56170  2.05378  4.99733  -0.261
C  0.44021  0.77208  0.51460  -0.085
H  2.35207  -2.87425  1.26195  0.085
H  -3.24744  0.01760  -2.77891  0.131
H  0.01474  -4.07437  0.76311  0.075
C  2.76333  0.85426  -0.16224  -0.197
C  -0.61352  0.07417  1.35090  -0.128
C  2.48741  2.01886  -0.86749  -0.019
H  -0.71028  -5.41475  1.65963  0.087
H  -1.54400  3.44077  6.29634  0.069
H  -3.30850  1.60229  -2.00965  0.126
O  -1.15030  1.93146  -3.19304  0.071
O  -3.68176  1.82231  0.60425  0.062
C  -1.74291  -3.53142  1.88492  -0.577
H  -0.20508  0.03364  2.36924  0.157
H  3.68725  -1.81237  0.74158  0.087
H  -2.23281  -3.54618  -0.21691  0.078
C  0.82570  -0.01950  -2.87263  -0.296
H  -2.26747  -0.87492  -0.56405  0.076
N  -1.39326  -2.10813  1.93723  0.155
C  1.21465  2.56163  -0.87128  -0.064
H  -3.31130  -3.28498  3.35832  0.085
H  4.83237  0.82179  -1.88876  0.081
C  0.19521  1.95296  -0.16865  -0.034
N  -0.45201  -0.06019  -2.36797  0.178
C  3.81005  0.91100  -4.78474  -0.006
O  1.87984  -0.92415  1.27526  -0.073
H  -0.79013  2.39206  -0.16628  0.123
C  -2.40794  -3.87519  3.21643  -0.038
H  1.01945  3.46500  -1.42653  0.115
C  -2.92942  -0.02880  -0.65580  -0.067
H  -0.95416  3.46167  4.63868  0.066
H  -1.72833  -3.68539  4.04484  0.086
O  2.85568  -0.64778  -3.18357  -0.003
H  -3.59875  -3.14975  0.83609  0.085
H  -3.02454  -4.81731  0.71626  0.086
C  5.05489  0.85363  -0.81862  -0.068
H  3.27082  2.52151  -1.41180  0.109
H  4.07079  1.93455  -4.52053  0.085
H  -1.49882  0.37297  4.18591  0.104
H  -0.58136  -0.81242  -1.69271  0.113
H  -2.63979  2.51348  2.32055  0.126
O  4.00795  0.30370  -0.05903  -0.087
C  -0.46882  -4.35610  1.69379  -0.028
H  0.22155  -4.17885  2.51544  0.087
C  1.39379  0.88738  -3.80869  0.053
C  1.71753  0.21010  0.52413  -0.160
H  0.91287  1.72345  -4.26504  0.109
H  -3.95717  -0.40182  -0.60186  0.133
H  2.31165  -2.12005  -0.35741  0.083
C  -2.82930  0.95933  0.49553  -0.439
N  -1.86138  0.81280  1.44755  -0.012
H  3.54112  0.89382  -5.83920  0.087
C  -0.79546  -1.41019  0.96327  -0.426
H  -3.32812  2.75994  4.67339  0.110
C  -1.31727  2.81753  5.43470  -0.109
H  -3.19562  0.47968  3.68246  0.117
H  -1.65890  -1.61605  2.77582  0.131
C  2.61190  -1.98784  0.68441  -0.054
C  -1.89341  1.75424  2.56263  -0.148
H  5.92260  0.22791  -0.61405  0.099
C  -2.28849  1.06069  3.86768  -0.194
H  -0.91556  2.23288  2.65124  0.129

---

No. 4
This record from the Open Molecules 2025 dataset describes a single C5H10O2 molecule. The level of theory is ωB97M-V/def2-TZVPD.

Values from the calculation:
SMILES string ... C[C@@H](O)CCC=O
HOMO ... -9.9 eV
LUMO ... 0.90 eV
Orbital gap ... 10.82 eV
Total energy ... -9441.84764 eV

Each line ends with the Löwdin charge.
Positions of all 17 atoms, in Å:
H  1.68017  -0.59353  -2.24344  0.078
H  1.21433  -2.01522  -1.27151  0.085
H  -0.62484  1.97822  0.40079  0.131
O  -1.48857  -0.41496  2.07425  0.045
H  -1.49329  1.46892  2.76327  0.125
H  0.93961  -0.62009  0.88649  0.130
H  0.25990  -1.56481  -2.69773  0.080
O  -1.24091  -1.03008  -0.65910  -0.037
H  0.60370  1.89624  1.64026  0.118
C  -0.09045  1.27460  1.05808  -0.150
H  -1.30139  -1.11634  0.30485  0.053
C  0.66858  0.22627  0.24009  -0.162
H  -0.39013  0.57329  -1.58688  0.139
H  1.60972  0.67288  -0.10043  0.119
C  0.83124  -1.16821  -1.85313  -0.057
C  -0.07674  -0.29997  -0.98869  -0.465
C  -1.10092  0.73280  2.03283  -0.231